1.
Computed, not measured: a cluster of 13 separate species, C36H102N20O13 in total, with wB97M-V/def2-TZVPD.

Summary:
Calculated total energy ... -3506.291763 hartree
Energy relative to the best compared isomer or geometry (same formula, charge and spin) ... 0.0 kcal/mol
Max |F| ... 0.0378 Eh/bohr
LUMO energy ... 0.25 eV

ORCA input file:
```
! wB97M-V def2-TZVPD RIJCOSX def2/J DEFGRID3
* xyz 0 1
C 2.428 2.451 0.107
C 1.225 3.285 -0.320
C 0.648 4.082 0.853
C 1.354 5.392 1.147
C 1.365 6.273 -0.099
C 2.019 5.610 -1.302
N 1.604 4.206 -1.418
O 2.210 3.589 -2.528
C 1.517 6.336 -2.581
C 3.563 5.729 -1.263
C 0.098 2.411 -0.874
H 2.881 1.867 -0.696
H 2.138 1.711 0.861
H 3.188 3.090 0.561
H -0.436 4.168 0.787
H 0.859 3.440 1.720
H 2.372 5.241 1.515
H 0.821 5.880 1.966
H 1.984 7.129 0.187
H 0.362 6.623 -0.339
H 0.624 5.830 -2.947
H 1.244 7.358 -2.314
H 2.238 6.338 -3.396
H 3.892 6.717 -0.937
H 3.936 5.000 -0.537
H 4.021 5.580 -2.240
H 0.366 1.669 -1.629
H -0.716 2.998 -1.291
H -0.224 1.858 0.015
H 3.165 3.655 -2.358
C 5.867 -2.939 4.414
O 6.083 -3.765 5.290
N 6.707 -1.910 4.084
N 4.782 -3.038 3.570
H 6.420 -1.212 3.400
H 7.428 -1.718 4.753
H 4.601 -2.388 2.824
H 4.208 -3.854 3.629
C -3.927 1.468 -1.432
O -4.783 2.289 -1.081
N -3.690 0.307 -0.792
N -3.102 1.708 -2.496
H -4.246 -0.004 -0.013
H -2.914 -0.291 -1.043
H -3.011 2.640 -2.852
H -2.423 1.012 -2.747
C -5.702 -1.869 0.478
O -5.394 -3.006 0.156
N -6.700 -1.156 -0.144
N -5.093 -1.179 1.502
H -7.025 -1.553 -1.005
H -6.855 -0.194 0.095
H -5.387 -0.200 1.648
H -4.369 -1.607 2.046
C 2.395 -0.399 -3.269
O 1.969 -0.894 -2.225
N 2.993 -1.187 -4.220
N 2.349 0.927 -3.590
H 3.221 -2.146 -4.022
H 3.217 -0.811 -5.123
H 2.163 1.660 -2.908
H 2.974 1.187 -4.336
C -2.761 -3.329 3.975
O -1.763 -2.634 3.998
N -2.710 -4.685 3.749
N -4.032 -2.845 4.181
H -1.836 -5.102 3.496
H -3.582 -5.160 3.612
H -4.815 -3.419 3.927
H -4.152 -1.877 4.409
C 4.447 -3.605 -2.199
O 5.263 -2.705 -1.960
N 3.125 -3.501 -1.942
N 4.823 -4.812 -2.724
H 2.500 -4.251 -2.208
H 2.676 -2.616 -1.712
H 5.790 -5.011 -2.888
H 4.114 -5.387 -3.150
C 5.848 -0.714 0.644
O 6.099 -0.282 1.777
N 6.826 -1.094 -0.221
N 4.586 -0.873 0.145
H 6.496 -1.540 -1.063
H 7.786 -1.089 0.058
H 3.807 -0.488 0.648
H 4.476 -1.402 -0.723
C -1.854 -0.907 -4.538
C -1.164 -1.665 -5.657
C -2.171 -1.975 -6.745
O -1.748 -3.103 -7.478
C -2.767 -3.648 -8.270
N -0.181 -0.753 -6.232
H -2.629 -1.492 -4.036
H -2.371 -0.026 -4.923
H -1.113 -0.584 -3.799
H -0.758 -2.620 -5.316
H -2.500 -1.152 -7.391
H -3.118 -2.228 -6.225
H -2.539 -4.625 -8.691
H -3.020 -2.963 -9.091
H -3.677 -3.804 -7.670
H 0.533 -0.399 -5.609
H 0.259 -1.079 -7.082
C -1.293 3.272 9.239
C -0.116 3.572 8.297
C -0.573 3.345 6.866
O 0.493 3.568 5.979
C 0.121 3.371 4.654
N 0.269 4.975 8.415
H -1.986 2.527 8.842
H -1.827 4.143 9.605
H -0.859 2.771 10.113
H 0.679 2.842 8.489
H -1.449 3.983 6.674
H -0.914 2.304 6.761
H -0.647 4.089 4.336
H -0.211 2.350 4.422
H 0.970 3.544 3.989
H 0.809 5.135 9.259
H 0.892 5.233 7.655
C 0.972 -6.192 -5.667
C 0.607 -5.090 -4.698
C 0.490 -5.584 -3.271
O 1.794 -6.029 -2.832
C 1.791 -6.504 -1.486
N 1.515 -3.948 -4.776
H 1.999 -6.530 -5.526
H 0.891 -5.840 -6.698
H 0.282 -7.024 -5.532
H -0.430 -4.782 -4.921
H -0.151 -6.469 -3.191
H 0.190 -4.797 -2.575
H 1.146 -5.904 -0.840
H 2.817 -6.610 -1.151
H 1.352 -7.513 -1.517
H 1.440 -3.556 -5.715
H 1.230 -3.147 -4.215
C -3.266 1.776 2.231
C -4.638 2.362 2.511
C -4.717 3.873 2.311
O -3.798 4.616 3.038
C -3.827 4.441 4.427
N -5.662 1.672 1.690
H -2.591 1.824 3.093
H -2.779 2.338 1.423
H -3.188 0.727 1.942
H -4.836 2.151 3.571
H -5.757 4.214 2.434
H -4.537 4.021 1.237
H -3.111 5.114 4.894
H -3.642 3.415 4.757
H -4.803 4.756 4.831
H -6.547 2.175 1.725
H -5.361 1.882 0.720
C -1.266 -3.153 -0.344
C -0.839 -1.890 0.387
C 0.576 -1.949 0.984
O 1.031 -0.728 1.515
C 0.299 -0.230 2.610
N -0.850 -0.731 -0.573
H -0.585 -3.414 -1.151
H -2.238 -2.951 -0.796
H -1.363 -3.934 0.414
H -1.528 -1.711 1.215
H 1.298 -2.277 0.233
H 0.567 -2.742 1.751
H 0.654 0.793 2.770
H 0.597 -0.738 3.533
H -0.783 -0.235 2.499
H -0.071 -0.892 -1.217
H -0.431 -0.028 0.034
*
```

2.
Computed, not measured: a cluster of 12 separate species, C36H103N7O12 in total, with wB97M-V/def2-TZVPD.

Summary:
Structure (SMILES) ... COC[C@H](C)N.COC[C@H](C)N.COC[C@H](C)N.COC[C@H](C)N.COC[C@H](C)N.COC[C@H](C)N.COC[C@H](C)N.CCO.CCO.CCO.CCO.O
Calculated total energy ... -2719.203608 hartree
Energy relative to the best compared isomer or geometry (same formula, charge and spin) ... 119.0 kcal/mol
Max |F| ... 0.0663 Eh/bohr
LUMO energy ... 0.16 eV

ORCA input file:
```
! wB97M-V def2-TZVPD RIJCOSX def2/J DEFGRID3
* xyz 0 1
C 6.036 6.975 -0.800
C 5.927 6.709 -2.335
O 7.223 6.657 -2.842
H 6.645 7.865 -0.644
H 6.362 6.123 -0.204
H 5.003 7.139 -0.493
H 5.342 7.462 -2.864
H 5.482 5.759 -2.630
H 7.184 6.684 -3.801
C 9.370 -0.856 -0.799
C 8.685 -0.984 0.577
O 9.225 -2.152 1.180
H 8.983 -0.029 -1.394
H 9.272 -1.775 -1.376
H 10.441 -0.770 -0.619
H 7.600 -1.087 0.582
H 8.805 -0.111 1.219
H 8.703 -2.463 1.924
C -1.220 -3.391 10.254
C -2.590 -2.737 10.210
O -3.493 -3.718 10.808
H -0.454 -2.761 9.801
H -1.218 -4.265 9.603
H -0.908 -3.664 11.262
H -2.814 -2.589 9.154
H -2.729 -1.795 10.741
H -3.213 -4.571 10.467
C 4.443 -2.397 5.149
C 5.760 -2.552 5.826
O 6.338 -3.766 5.373
H 3.998 -1.448 5.446
H 3.795 -3.162 5.578
H 4.517 -2.457 4.064
H 5.548 -2.495 6.894
H 6.368 -1.705 5.509
H 5.917 -4.509 5.811
C 3.920 -6.701 -1.824
C 3.640 -7.826 -2.889
C 2.958 -7.210 -4.145
O 1.662 -6.789 -3.658
C 1.160 -5.833 -4.544
N 4.996 -8.222 -3.198
H 3.013 -6.122 -1.650
H 4.564 -5.860 -2.082
H 4.287 -7.017 -0.848
H 3.077 -8.624 -2.406
H 2.780 -7.905 -4.966
H 3.568 -6.388 -4.521
H 0.157 -5.574 -4.206
H 0.935 -6.205 -5.543
H 1.744 -4.919 -4.656
H 5.488 -8.330 -2.323
H 5.547 -7.457 -3.559
C 10.011 -1.651 -7.209
C 8.624 -2.441 -7.378
C 7.465 -1.707 -8.100
O 6.257 -2.375 -8.093
C 5.193 -1.699 -8.769
N 8.851 -3.614 -8.232
H 10.726 -2.245 -6.641
H 9.855 -0.809 -6.534
H 10.533 -1.296 -8.097
H 8.247 -2.770 -6.409
H 7.791 -1.632 -9.138
H 7.255 -0.705 -7.726
H 4.234 -2.120 -8.468
H 5.263 -1.902 -9.838
H 5.165 -0.617 -8.640
H 7.901 -3.941 -8.332
H 9.046 -3.106 -9.083
C -6.483 4.783 -0.290
C -6.822 5.795 -1.347
C -6.249 5.491 -2.735
O -4.861 5.348 -2.758
C -4.032 6.538 -2.577
N -8.244 5.586 -1.456
H -5.406 4.733 -0.131
H -6.599 3.747 -0.607
H -7.024 4.812 0.656
H -6.619 6.807 -0.998
H -6.509 6.272 -3.450
H -6.666 4.584 -3.174
H -4.286 7.108 -1.684
H -4.011 7.126 -3.495
H -3.035 6.240 -2.253
H -8.589 6.057 -2.279
H -8.319 4.620 -1.741
C -1.127 5.359 9.230
C 0.184 5.016 9.977
C 1.484 5.198 9.086
O 1.437 4.167 8.090
C 2.380 4.384 7.050
N 0.303 5.767 11.235
H -1.135 6.407 8.931
H -1.946 5.198 9.931
H -1.352 4.665 8.420
H 0.071 3.952 10.188
H 2.390 5.051 9.674
H 1.445 6.193 8.642
H 2.279 5.413 6.705
H 2.155 3.857 6.123
H 3.385 4.162 7.408
H 0.525 6.729 11.021
H 0.997 5.395 11.868
C -4.207 2.387 -10.572
C -3.860 2.166 -9.120
C -4.682 1.084 -8.464
O -4.636 -0.111 -9.174
C -5.383 -1.127 -8.476
N -2.437 1.934 -9.112
H -5.291 2.350 -10.679
H -3.866 1.586 -11.228
H -3.919 3.368 -10.952
H -3.974 3.137 -8.636
H -5.681 1.507 -8.358
H -4.303 0.962 -7.449
H -4.806 -1.693 -7.744
H -5.644 -1.813 -9.282
H -6.387 -0.805 -8.197
H -2.026 1.839 -8.195
H -2.397 1.020 -9.542
C -11.101 -4.289 7.426
C -10.239 -3.051 7.740
C -9.967 -2.036 6.673
O -9.236 -2.543 5.541
C -8.931 -1.636 4.558
N -10.919 -2.473 8.863
H -12.112 -4.038 7.105
H -11.256 -4.926 8.296
H -10.717 -4.921 6.625
H -9.254 -3.425 8.019
H -9.361 -1.195 7.012
H -10.888 -1.504 6.435
H -9.873 -1.274 4.145
H -8.315 -2.150 3.821
H -8.389 -0.759 4.913
H -11.764 -2.084 8.471
H -10.486 -1.615 9.173
C 1.348 -0.115 -1.768
C -0.102 0.406 -1.998
C -0.805 0.824 -0.666
O -0.415 -0.103 0.313
C -1.046 0.157 1.578
N -0.152 1.478 -2.973
H 1.861 -0.391 -2.689
H 1.498 -1.018 -1.177
H 1.887 0.701 -1.287
H -0.812 -0.281 -2.459
H -1.878 0.994 -0.757
H -0.502 1.826 -0.362
H -0.682 1.139 1.881
H -0.749 -0.490 2.403
H -2.120 0.002 1.472
H -1.049 1.919 -2.827
H 0.521 2.181 -2.701
O -3.793 -3.610 -0.809
H -3.249 -3.115 -0.195
H -3.421 -4.492 -0.802
*
```

3.
Computed, not measured: a structure of composition C36H107InO19PS2, with wB97M-V/def2-TZVPD.

Summary:
Calculated total energy ... -4193.040453 hartree
Max |F| ... 0.0434 Eh/bohr
LUMO energy ... 1.69 eV

ORCA input file:
```
! wB97M-V def2-TZVPD RIJCOSX def2/J DEFGRID3
* xyz -1 1
C -2.951 4.786 -1.162
C -4.441 5.065 -1.326
C -5.316 4.857 -0.074
C -5.209 3.461 0.613
C -6.504 2.666 0.351
C -6.367 1.388 -0.503
C -5.226 1.352 -1.527
C -4.078 0.453 -0.988
C -2.678 0.793 -1.507
C -2.309 -0.112 -2.677
C -0.816 -0.116 -3.076
C 0.011 1.128 -2.711
C 0.870 0.880 -1.468
C 2.046 1.844 -1.381
C 1.603 3.288 -1.012
C 2.180 3.707 0.333
C 1.547 2.894 1.488
C 2.550 2.350 2.517
C 2.625 0.801 2.572
C 2.058 0.231 3.884
In -0.103 0.723 4.155
C -1.131 -1.214 4.671
S -2.358 -1.142 5.896
O -2.548 -2.451 6.505
O -3.595 -0.657 5.330
P -0.463 2.595 5.847
O -1.051 2.112 7.286
O -1.519 3.651 5.165
S 1.195 3.596 6.201
H -2.516 5.508 -0.480
H -2.472 4.931 -2.125
H -2.732 3.798 -0.778
H -4.880 4.527 -2.164
H -4.519 6.120 -1.577
H -6.338 5.094 -0.336
H -5.014 5.612 0.650
H -4.297 2.924 0.388
H -5.184 3.661 1.678
H -6.879 2.331 1.315
H -7.293 3.279 -0.063
H -7.297 1.290 -1.062
H -6.297 0.490 0.098
H -5.548 0.875 -2.447
H -4.857 2.332 -1.804
H -4.350 -0.562 -1.265
H -4.105 0.504 0.095
H -2.597 1.829 -1.812
H -1.966 0.641 -0.703
H -2.573 -1.130 -2.408
H -2.931 0.143 -3.533
H -0.341 -0.994 -2.655
H -0.767 -0.240 -4.157
H -0.566 2.045 -2.651
H 0.722 1.274 -3.523
H 0.251 0.918 -0.574
H 1.255 -0.136 -1.557
H 2.498 1.834 -2.367
H 2.779 1.509 -0.650
H 0.519 3.260 -0.920
H 1.889 3.952 -1.822
H 3.259 3.586 0.331
H 1.959 4.759 0.494
H 1.029 2.063 1.036
H 0.798 3.538 1.939
H 3.545 2.727 2.299
H 2.260 2.691 3.505
H 3.658 0.487 2.428
H 2.033 0.363 1.773
H 2.587 0.634 4.744
H 2.162 -0.851 3.852
H -0.670 1.317 2.580
H -1.613 -1.691 3.827
H -0.371 -1.895 5.033
H -1.903 -0.341 6.894
H -0.708 2.728 7.962
H -1.275 3.674 4.221
C 4.010 -0.044 -4.912
O 2.900 0.842 -4.773
H 4.444 -0.207 -3.928
H 3.679 -1.002 -5.324
H 4.758 0.398 -5.567
H 2.530 0.977 -5.652
C 4.618 -3.434 -4.086
O 4.365 -4.077 -5.331
H 5.193 -2.534 -4.284
H 3.678 -3.157 -3.601
H 5.198 -4.088 -3.429
H 3.850 -4.870 -5.143
C 0.526 -4.706 5.457
O 0.232 -5.276 4.182
H 1.118 -3.809 5.294
H -0.397 -4.435 5.976
H 1.105 -5.406 6.066
H -0.296 -6.067 4.333
C 5.575 3.437 -4.774
O 4.879 2.903 -3.663
H 6.588 3.672 -4.455
H 5.620 2.710 -5.594
H 5.095 4.353 -5.135
H 3.982 2.692 -3.961
C 0.200 3.605 -5.706
O 1.483 3.837 -5.130
H -0.004 2.538 -5.661
H -0.569 4.139 -5.143
H 0.189 3.930 -6.750
H 1.652 4.783 -5.175
C 1.368 -6.129 -4.249
O 2.559 -6.729 -4.754
H 1.488 -5.049 -4.299
H 0.503 -6.418 -4.850
H 1.200 -6.422 -3.210
H 2.444 -7.684 -4.701
C -5.031 -1.084 8.826
O -4.999 -2.440 8.411
H -5.551 -1.035 9.781
H -4.013 -0.703 8.956
H -5.563 -0.466 8.097
H -4.522 -2.478 7.570
C -7.850 -2.143 0.144
O -6.649 -2.717 -0.365
H -7.758 -1.065 0.068
H -8.716 -2.474 -0.437
H -7.988 -2.413 1.195
H -6.732 -3.673 -0.286
C 4.826 -0.589 -8.783
O 4.954 0.526 -7.898
H 4.405 -1.416 -8.217
H 4.159 -0.343 -9.614
H 5.803 -0.882 -9.167
H 5.324 1.261 -8.397
C 3.705 3.425 9.847
O 2.605 4.305 10.042
H 4.127 3.194 10.824
H 3.373 2.500 9.370
H 4.471 3.902 9.229
H 2.243 4.500 9.169
C 2.608 -8.470 -1.241
O 2.416 -9.162 -2.481
H 3.185 -7.576 -1.436
H 1.643 -8.187 -0.812
H 3.153 -9.097 -0.536
H 1.902 -9.955 -2.299
C -4.719 -3.411 2.410
O -5.306 -3.603 3.693
H -4.989 -4.260 1.784
H -5.094 -2.496 1.947
H -3.630 -3.361 2.490
H -5.059 -2.849 4.243
C 7.724 -1.451 -6.630
O 7.460 -2.192 -7.819
H 8.314 -0.580 -6.906
H 6.793 -1.114 -6.167
H 8.291 -2.052 -5.914
H 6.934 -2.960 -7.567
C 4.807 -7.879 1.835
O 4.258 -7.122 0.761
H 4.389 -8.881 1.783
H 5.895 -7.943 1.751
H 4.544 -7.435 2.798
H 4.630 -6.235 0.811
C -3.201 6.504 3.413
O -2.741 5.480 2.537
H -2.924 7.468 2.994
H -4.290 6.457 3.514
H -2.739 6.395 4.397
H -2.995 4.636 2.927
*
```

Which of these has the lowest max |F|?
C36H102N20O13